Record 1
C4H7NO2 | ωB97M-V/def2-TZVPD

The relative energy (zero: lowest compared OMol25 entry of this formula, charge and spin) comes out at 4.887 eV. Its net charge is 0. The calculation puts the LUMO energy at 1.03 eV. As for the HOMO-LUMO gap: 0.375 hartree. The HOMO energy comes out at -9.18 eV. The SMILES is C=C1O[C@H]1NOC. For the largest force on an atom, the calculation gives 1.7 eV/Å.

Cartesian coordinates (Å):
1 C 1.681 0.306 -1.419
2 C 1.449 0.324 -0.132
3 O 1.690 1.034 0.985
4 C 0.944 -0.208 1.123
5 N -0.430 -0.199 1.415
6 O -1.146 0.537 0.359
7 C -1.981 -0.289 -0.418
8 H 1.304 -0.493 -2.030
9 H 2.242 1.093 -1.892
10 H 1.486 -0.992 1.643
11 H -0.636 0.331 2.259
12 H -1.384 -0.942 -1.061
13 H -2.650 -0.895 0.198
14 H -2.571 0.394 -1.029

Record 2
C5H8O | ωB97M-V/def2-TZVPD

The relative energy (zero: lowest compared OMol25 entry of this formula, charge and spin) comes out at 1.390 eV. Its net charge is 0. The calculation puts the LUMO energy at 0.96 eV. As for the HOMO-LUMO gap: 0.394 hartree. The HOMO energy comes out at -9.76 eV. The SMILES is O=CC1CCC1. For the largest force on an atom, the calculation gives 0.5 eV/Å.

Cartesian coordinates (Å):
1 O -1.509 -1.358 -1.130
2 C -1.697 -0.225 -0.752
3 C -0.638 0.554 0.020
4 C 0.775 0.736 -0.617
5 C 1.375 -0.345 0.315
6 C 0.007 -0.461 1.010
7 H -2.704 0.233 -0.867
8 H -1.064 1.480 0.429
9 H 0.840 0.529 -1.686
10 H 1.190 1.724 -0.401
11 H 1.694 -1.260 -0.193
12 H 2.191 -0.013 0.963
13 H -0.448 -1.433 0.852
14 H -0.011 -0.161 2.057